Entry 1:
A molecular structure, C39H68Cl3GeN2O3S5SbSi3Ti. Source: the Open Molecules 2025 dataset; level of theory: the ωB97M-V functional and the def2-TZVPD basis.

Multiplicity: 3
Lowest unoccupied orbital energy (spin up / spin down): -0.2 / -2.2 eV
Relative energy (zero: lowest compared OMol25 entry of this formula, charge and spin): 0.607 eV
Max |F|: 0.04366 hartree/bohr

```
126
Properties=species:S:1:pos:R:3:lowdin_spin:R:1
Ti -0.151 -1.013 0.136 0.888
S -0.427 2.425 6.677 0.101
C -0.361 1.660 5.239 0.004
S 1.009 1.715 4.184 -0.007
C 0.376 0.712 2.905 0.114
C -0.916 0.224 3.109 0.141
S -1.774 -0.790 2.063 0.197
S -1.657 0.701 4.607 0.005
S 1.350 0.329 1.572 0.248
Cl 1.843 -2.646 -6.758 0.000
C 1.625 -2.134 -5.106 0.000
C 0.876 -1.011 -4.830 0.000
C 0.725 -0.603 -3.514 0.000
Cl -0.258 0.803 -3.243 0.001
C 1.299 -1.289 -2.431 0.005
O 1.202 -0.866 -1.180 0.013
C 2.038 -2.433 -2.774 0.000
Cl 2.823 -3.358 -1.542 0.000
C 2.206 -2.852 -4.083 0.000
H 0.413 -0.446 -5.627 0.000
H 2.804 -3.729 -4.293 0.000
C 2.247 -1.555 5.549 0.000
C 1.671 -2.401 4.419 0.000
C 2.663 -2.592 3.279 0.005
C 2.212 -3.590 2.213 -0.005
Ge 0.527 -3.268 1.230 0.012
C -0.881 -3.995 2.445 0.000
C -0.812 -5.512 2.615 0.000
C -1.990 -6.082 3.400 0.000
C -1.866 -7.581 3.651 0.000
H 1.496 -1.337 6.313 0.000
H 2.621 -0.600 5.172 0.000
H 3.079 -2.068 6.037 0.000
H 0.764 -1.923 4.026 0.000
H 1.364 -3.379 4.805 0.000
H 3.620 -2.929 3.700 0.001
H 2.850 -1.616 2.818 0.005
H 2.063 -4.574 2.673 0.000
H 3.003 -3.708 1.468 0.000
H 0.557 -4.488 0.253 0.008
H -1.866 -3.708 2.064 0.002
H -0.800 -3.504 3.420 0.001
H 0.117 -5.783 3.131 0.000
H -0.775 -5.996 1.631 0.000
H -2.915 -5.876 2.851 0.000
H -2.075 -5.551 4.355 0.000
H -1.756 -8.127 2.710 0.000
H -2.746 -7.977 4.162 0.000
H -0.993 -7.804 4.269 0.000
C -2.569 -2.225 -2.906 0.015
C -2.143 -2.632 -1.550 0.105
C -2.679 -3.865 -0.923 0.014
O -1.375 -1.912 -0.898 0.000
H -2.554 -3.085 -3.577 0.003
H -1.934 -1.437 -3.305 0.000
H -3.602 -1.862 -2.844 0.006
H -3.639 -3.627 -0.451 0.007
H -2.001 -4.237 -0.159 0.001
H -2.853 -4.633 -1.675 0.001
C 5.191 3.789 -2.915 0.006
Si 3.821 2.505 -3.054 0.016
C 2.626 3.126 -4.348 0.001
C 4.550 0.884 -3.603 0.001
Sb 2.628 2.174 -0.813 0.046
Si 2.052 4.577 -0.207 0.002
C 3.285 5.858 -0.767 0.001
C 1.773 4.716 1.634 0.000
C 0.477 4.898 -1.149 0.000
Si 4.672 1.391 0.525 0.000
C 4.556 1.833 2.322 0.000
C 4.648 -0.443 0.240 0.001
C 6.268 2.088 -0.124 0.000
H 6.093 3.435 -3.430 0.001
H 5.461 4.011 -1.885 0.000
H 4.882 4.725 -3.389 0.000
H 3.181 3.679 -5.112 0.000
H 1.874 3.794 -3.922 0.000
H 2.098 2.301 -4.837 0.000
H 4.871 0.963 -4.647 0.000
H 3.825 0.066 -3.529 0.000
H 5.422 0.616 -2.999 0.000
H 4.256 5.742 -0.277 0.000
H 2.900 6.859 -0.529 0.000
H 3.440 5.804 -1.847 0.000
H 1.878 3.753 2.138 0.000
H 0.772 5.100 1.855 0.000
H 2.501 5.400 2.079 0.000
H 0.685 4.943 -2.221 0.000
H 0.034 5.855 -0.849 0.000
H -0.263 4.109 -0.990 0.000
H 3.733 1.310 2.813 0.000
H 4.405 2.909 2.454 0.000
H 5.487 1.554 2.827 0.000
H 3.675 -0.869 0.498 0.001
H 5.409 -0.952 0.842 0.000
H 4.832 -0.667 -0.815 0.000
H 6.369 3.147 0.127 0.000
H 6.358 1.985 -1.206 0.000
H 7.107 1.550 0.336 0.000
C -7.321 3.409 -0.862 0.000
C -6.236 2.758 -1.705 0.000
N -6.236 1.298 -1.595 0.000
C -7.333 0.583 -2.258 0.000
C -8.214 -0.175 -1.276 0.000
C -5.168 0.552 -1.223 0.000
O -5.115 -0.657 -1.435 0.001
C -4.016 1.212 -0.524 0.002
C -4.116 2.093 0.541 0.001
C -2.952 2.593 1.105 0.001
C -1.735 2.144 0.622 0.006
N -1.628 1.235 -0.348 0.012
C -2.751 0.812 -0.917 0.008
H -7.276 4.495 -0.962 0.000
H -7.204 3.152 0.193 0.000
H -8.315 3.085 -1.177 0.000
H -5.258 3.137 -1.425 0.000
H -6.385 3.013 -2.757 0.000
H -6.904 -0.112 -2.979 0.000
H -7.918 1.323 -2.804 0.000
H -7.646 -0.969 -0.793 0.000
H -9.057 -0.627 -1.803 0.000
H -8.609 0.494 -0.509 0.000
H -5.085 2.377 0.934 0.000
H -2.982 3.293 1.929 0.000
H -0.801 2.506 1.041 0.000
H -2.650 0.101 -1.724 0.000
```

=====

Entry 2:
A molecular structure, C39H70AsN3O3PS5ScSi2Te. Source: the Open Molecules 2025 dataset; level of theory: the ωB97M-V functional and the def2-TZVPD basis.

Net charge: -2
Lowest unoccupied orbital energy: 3.5 eV
Relative energy (zero: lowest compared OMol25 entry of this formula, charge and spin): 0.000 eV
Max |F|: 0.01815 hartree/bohr

```
126
Properties=species:S:1:pos:R:3:nbo_charge:R:1
Sc -0.480 1.233 -0.691 1.124
S 1.255 2.635 0.652 -0.549
S -0.283 2.807 2.038 -0.062
S -1.683 4.050 1.184 -0.044
S -2.646 2.818 -0.183 -0.633
C 0.443 -1.081 8.595 -1.117
Si -0.647 0.294 7.928 1.652
C -1.260 1.312 9.389 -1.107
C -2.138 -0.460 7.078 -1.120
C 0.329 1.341 6.745 -1.229
Te 0.777 0.252 4.916 0.537
C 2.127 1.779 4.283 -1.189
Si 3.879 1.613 4.879 1.668
C 3.998 1.280 6.725 -1.124
C 4.728 0.224 3.955 -1.121
C 4.797 3.214 4.518 -1.113
H -0.102 -1.704 9.310 0.221
H 1.324 -0.674 9.099 0.228
H 0.795 -1.718 7.781 0.248
H -1.856 0.702 10.074 0.222
H -1.885 2.141 9.047 0.231
H -0.424 1.734 9.954 0.226
H -2.633 -1.173 7.744 0.223
H -1.867 -0.990 6.161 0.250
H -2.868 0.305 6.798 0.237
H 1.270 1.635 7.218 0.231
H -0.212 2.248 6.462 0.236
H 1.653 2.721 4.565 0.249
H 2.114 1.744 3.188 0.284
H 3.361 0.438 7.006 0.243
H 3.696 2.152 7.311 0.225
H 5.029 1.035 6.996 0.224
H 4.333 -0.748 4.257 0.237
H 5.804 0.228 4.151 0.221
H 4.576 0.328 2.878 0.247
H 4.361 4.051 5.070 0.227
H 4.746 3.458 3.454 0.245
H 5.851 3.135 4.799 0.218
S 0.731 -0.765 -0.778 -1.144
C -5.302 1.307 -7.848 -0.619
C -4.196 1.008 -6.870 -0.035
C -4.428 0.974 -5.506 -0.258
C -3.415 0.701 -4.590 0.097
C -3.807 0.716 -3.132 -0.655
C -2.094 0.447 -5.026 -0.403
As -0.925 -0.118 -3.461 1.126
N -0.583 1.552 -2.755 -1.160
C -0.345 2.717 -3.457 0.163
C -0.040 2.770 -4.829 -0.291
C 0.202 3.973 -5.477 -0.211
C 0.157 5.177 -4.789 -0.298
C -0.134 5.144 -3.427 -0.208
C -0.384 3.952 -2.774 -0.189
C 0.677 -0.918 -4.307 -0.329
C 2.003 -0.481 -4.213 0.032
C 2.428 0.729 -3.430 -0.648
C 3.001 -1.222 -4.853 -0.226
C 2.739 -2.394 -5.540 -0.030
C 3.841 -3.168 -6.214 -0.618
C 1.428 -2.852 -5.559 -0.242
C 0.404 -2.143 -4.945 -0.001
C -0.983 -2.738 -4.991 -0.647
C -1.853 0.516 -6.413 0.094
C -0.507 0.374 -7.088 -0.662
C -2.901 0.779 -7.296 -0.263
H -6.246 1.476 -7.328 0.205
H -5.449 0.483 -8.551 0.203
H -5.080 2.200 -8.437 0.207
H -5.428 1.169 -5.131 0.188
H -4.885 0.852 -3.037 0.196
H -3.314 1.534 -2.602 0.252
H -3.531 -0.209 -2.621 0.230
H 0.034 1.847 -5.387 0.211
H 0.437 3.959 -6.536 0.188
H 0.347 6.116 -5.296 0.187
H -0.172 6.065 -2.855 0.195
H -0.622 3.974 -1.720 0.222
H 1.993 0.691 -2.431 0.277
H 2.119 1.659 -3.909 0.225
H 3.516 0.740 -3.335 0.191
H 4.025 -0.867 -4.782 0.191
H 4.804 -2.675 -6.076 0.206
H 3.663 -3.262 -7.289 0.202
H 3.922 -4.180 -5.809 0.206
H 1.192 -3.790 -6.056 0.185
H -0.967 -3.675 -5.551 0.198
H -1.710 -2.076 -5.466 0.228
H -1.352 -2.948 -3.984 0.232
H 0.334 0.443 -6.414 0.235
H -0.398 1.155 -7.844 0.205
H -0.431 -0.590 -7.601 0.213
H -2.673 0.831 -8.359 0.183
C -4.941 -0.002 -0.010 -0.255
O -4.052 -1.006 0.461 -0.846
P -2.421 -0.790 0.566 1.735
O -2.045 -2.353 0.578 -0.817
C -1.841 -2.982 -0.687 -0.274
O -2.185 -0.581 2.155 -0.823
C -2.937 0.423 2.838 -0.263
H -5.432 -0.355 -0.920 0.166
H -4.433 0.941 -0.213 0.218
H -5.700 0.177 0.757 0.165
H -1.696 -4.044 -0.484 0.171
H -0.957 -2.561 -1.171 0.244
H -2.721 -2.867 -1.329 0.161
H -3.915 0.020 3.118 0.163
H -3.064 1.318 2.225 0.210
H -2.373 0.684 3.732 0.197
C 2.445 -3.454 3.945 -0.622
C 1.613 -3.403 2.657 0.094
C 2.521 -3.495 1.426 -0.633
C 0.620 -4.563 2.640 -0.598
N 0.792 -2.202 2.542 -0.463
N 1.503 -0.952 2.488 -0.700
H 3.079 -4.346 3.971 0.191
H 1.794 -3.463 4.824 0.202
H 3.088 -2.577 4.025 0.206
H 2.833 -4.532 1.269 0.192
H 3.432 -2.901 1.540 0.195
H 1.988 -3.133 0.544 0.270
H 1.138 -5.516 2.776 0.187
H 0.080 -4.575 1.692 0.228
H -0.113 -4.454 3.445 0.199
H 0.159 -2.140 3.336 0.340
H 1.158 -0.500 1.634 0.424
H 2.477 -1.136 2.272 0.347
```

=====

Entry 3:
4 unconnected molecules or ions with the total composition C39H71F4N2O20P4S. Source: the Open Molecules 2025 dataset; level of theory: the ωB97M-V functional and the def2-TZVPD basis.

Net charge: +1
Lowest unoccupied orbital energy: -6.3 eV
Max |F|: 0.19706 hartree/bohr

```
141
Properties=species:S:1:pos:R:3:mulliken_charge:R:1
C 5.206 -2.132 8.192 -0.704
C 6.765 -1.732 7.744 0.572
O 7.535 -2.786 7.388 -0.512
O 7.312 -0.365 7.768 -0.343
C 7.962 -0.009 6.490 -0.217
C 8.148 1.643 6.437 -0.567
C 7.698 2.267 4.989 -0.463
C 6.263 3.059 4.987 -0.545
C 5.024 2.261 5.706 0.610
C 3.685 2.071 4.782 0.074
C 2.268 2.858 5.129 -0.220
N 2.043 3.786 6.297 0.479
C 2.751 5.109 6.167 0.566
C 3.920 5.516 5.096 -0.763
O 2.338 6.099 7.007 -0.542
C 2.234 3.125 7.639 0.589
C 3.224 3.614 8.851 -0.913
O 1.492 2.006 7.869 -0.545
C 0.956 2.640 4.114 0.232
C -0.482 3.424 4.454 0.516
O -0.961 3.555 5.722 -0.419
O -1.368 3.991 3.396 -0.281
C -2.736 3.456 3.508 1.009
F -2.778 2.004 3.924 -0.238
F -3.574 4.276 4.458 -0.271
C -3.578 3.496 2.064 0.058
F -3.978 2.084 1.707 -0.245
F -4.840 4.246 2.260 -0.270
C 1.133 1.635 2.788 -0.476
P -0.325 1.368 1.524 0.419
O -1.321 0.226 2.013 -0.575
C 2.613 0.877 2.605 0.761
C 2.823 -0.177 1.327 -1.064
C 3.701 0.512 0.090 0.150
O 4.203 -0.284 -0.895 -0.397
N 3.790 1.116 3.574 0.077
S 5.282 0.218 3.200 -0.137
H 4.439 -1.264 7.986 0.154
H 5.140 -2.398 9.344 0.278
H 4.820 -3.092 7.618 0.298
H 8.997 -0.586 6.349 0.376
H 7.261 -0.422 5.633 0.068
H 9.301 1.845 6.670 0.363
H 7.504 2.130 7.297 0.255
H 8.525 3.081 4.709 0.331
H 7.716 1.485 4.117 0.197
H 5.896 3.358 3.903 0.333
H 6.389 4.095 5.567 0.140
H 4.850 2.760 6.749 -0.556
H 5.427 1.161 5.937 0.076
H 4.070 4.774 4.205 0.252
H 3.617 6.559 4.602 0.371
H 4.929 5.740 5.689 0.198
H 4.310 3.903 8.524 0.253
H 2.696 4.554 9.363 0.317
H 3.341 2.821 9.731 0.308
H -2.922 3.869 1.165 0.192
H 0.198 0.896 0.234 0.147
H -1.007 2.625 1.203 0.049
H 1.784 -0.478 0.823 0.367
H 3.288 -1.218 1.682 0.296
H 3.886 1.668 -0.015 0.329
H 4.975 -1.153 3.150 0.213
O -5.828 5.216 -4.457 -0.671
P -6.476 4.103 -3.599 0.988
O -8.031 4.520 -3.985 -0.317
C -8.530 4.132 -5.250 -0.381
C -8.930 2.671 -5.246 -0.788
O -6.395 4.976 -2.183 -0.366
C -5.277 5.818 -1.935 -0.115
C -5.653 7.267 -2.188 -1.256
O -7.201 2.858 -2.640 -0.188
C -6.345 2.150 -1.756 -0.356
C -6.541 2.634 -0.328 -0.746
H -7.789 4.333 -6.030 0.293
H -9.408 4.750 -5.458 0.317
H -8.050 2.029 -5.127 0.070
H -9.429 2.402 -6.179 0.451
H -9.600 2.454 -4.407 0.243
H -4.410 5.514 -2.532 0.389
H -4.997 5.697 -0.884 0.167
H -6.036 7.414 -3.201 0.300
H -4.791 7.923 -2.042 0.381
H -6.451 7.577 -1.506 0.304
H -5.300 2.242 -2.068 0.348
H -6.624 1.094 -1.820 0.313
H -5.988 3.557 -0.144 -0.056
H -6.176 1.890 0.388 0.372
H -7.595 2.846 -0.120 0.297
O 7.145 -5.700 -2.893 -0.662
P 5.725 -5.804 -2.286 0.971
O 5.824 -4.374 -1.457 -0.335
C 5.658 -3.171 -2.183 -0.292
C 4.192 -2.905 -2.455 -0.943
O 6.202 -6.783 -1.026 -0.325
C 7.205 -7.768 -1.236 -0.313
C 8.529 -7.288 -0.669 -1.178
O 4.137 -5.921 -1.608 -0.256
C 3.465 -7.162 -1.760 -0.290
C 3.506 -7.949 -0.460 -0.894
H 6.229 -3.207 -3.116 0.286
H 6.069 -2.363 -1.572 0.282
H 3.781 -3.657 -3.138 0.374
H 4.052 -1.919 -2.903 0.378
H 3.608 -2.962 -1.529 0.143
H 7.289 -8.029 -2.297 0.362
H 6.895 -8.675 -0.709 0.337
H 8.828 -6.328 -1.097 0.283
H 9.321 -8.017 -0.861 0.377
H 8.447 -7.134 0.411 0.295
H 3.892 -7.737 -2.588 0.294
H 2.425 -6.932 -2.010 0.335
H 4.460 -8.466 -0.341 0.120
H 2.721 -8.712 -0.443 0.382
H 3.388 -7.293 0.408 0.274
O -8.268 -1.704 -7.747 -0.663
P -7.299 -2.733 -7.115 1.016
O -6.624 -1.654 -6.056 -0.378
C -7.359 -1.312 -4.896 0.049
C -7.247 -2.400 -3.849 -1.198
O -6.149 -2.567 -8.308 -0.331
C -6.553 -2.366 -9.657 -0.298
C -6.392 -0.903 -10.033 -1.175
O -6.217 -3.883 -6.409 -0.273
C -6.101 -5.139 -7.061 -0.288
C -4.810 -5.204 -7.860 -0.897
H -8.405 -1.119 -5.151 0.296
H -6.934 -0.383 -4.504 0.042
H -7.745 -3.316 -4.187 0.339
H -7.707 -2.085 -2.910 0.439
H -6.198 -2.656 -3.664 0.253
H -7.578 -2.716 -9.821 0.353
H -5.903 -2.974 -10.292 0.339
H -6.947 -0.248 -9.356 0.279
H -6.739 -0.725 -11.054 0.378
H -5.342 -0.605 -9.960 0.297
H -6.973 -5.330 -7.696 0.298
H -6.080 -5.903 -6.279 0.336
H -4.914 -4.699 -8.823 0.117
H -4.533 -6.243 -8.068 0.382
H -3.987 -4.712 -7.330 0.279
```

=====

> The highest max |F| belongs to which entry?

C39H71F4N2O20P4S